Below is a molecular structure, C19H13N2OPtS5, with properties calculated with the ωB97M-V functional and the def2-TZVPD basis.

```
41
Properties=species:S:1:pos:R:3:mulliken_spin:R:1
Pt 0.075 -0.369 0.193 0.215
C -3.810 -1.720 -1.053 0.156
C -3.505 -2.306 -2.302 0.022
C -2.253 -2.162 -2.821 0.047
C -1.259 -1.445 -2.110 0.148
N -1.576 -0.907 -0.872 0.174
C -2.814 -1.054 -0.386 -0.057
C 0.069 -1.261 -2.539 0.082
C 0.566 -1.609 -3.818 0.057
C 1.859 -1.339 -4.155 0.015
C 2.699 -0.697 -3.219 0.162
C 2.183 -0.392 -1.983 -0.066
N 0.927 -0.671 -1.624 0.202
H -4.794 -1.811 -0.617 0.011
H -4.258 -2.875 -2.833 0.003
H -1.993 -2.627 -3.762 0.023
H -3.006 -0.598 0.577 0.012
H -0.098 -2.086 -4.527 0.024
H 2.238 -1.602 -5.134 0.003
H 3.724 -0.457 -3.457 0.012
H 2.796 0.100 -1.240 0.011
O 1.497 3.179 5.871 0.000
C 1.263 2.498 4.905 -0.001
S -0.313 1.776 4.565 0.001
C 0.128 1.004 3.048 0.008
C 1.403 1.147 2.643 0.004
S 2.018 0.476 1.174 0.068
S 2.468 2.090 3.674 0.001
S -1.071 0.131 2.160 0.064
S 0.015 -3.130 0.305 0.582
C 1.148 -3.775 1.460 -0.044
C 1.723 -5.030 1.225 0.013
C 2.584 -5.596 2.151 -0.008
C 2.904 -4.914 3.318 0.020
C 2.354 -3.659 3.547 -0.010
C 1.481 -3.092 2.634 0.041
H 1.478 -5.546 0.305 -0.005
H 3.016 -6.570 1.954 -0.001
H 3.588 -5.352 4.035 0.002
H 2.601 -3.119 4.454 0.001
H 1.057 -2.110 2.805 0.007
```

As for the spin multiplicity: 3. As for the expectation value of S²: 2.031. The total energy comes out at -3026.9757 Ha. As for the charge: -1.



Below is a molecular structure, C19H14AuBrN3O2, with properties calculated with the ωB97M-V functional and the def2-TZVPD basis.

```
40
Properties=species:S:1:pos:R:3:mulliken_charge:R:1
Au -0.140 -3.386 -0.577 0.516
O -2.189 -3.467 -0.090 -0.952
C -2.896 -2.392 0.221 0.788
C -4.331 -2.605 0.046 -0.470
C -5.204 -1.585 0.195 -0.345
C -4.786 -0.311 0.566 -0.716
C -3.448 -0.066 0.712 -0.689
C -2.473 -1.087 0.481 0.113
C -1.105 -0.562 0.443 0.379
N -0.106 -1.264 0.647 -0.614
N 1.152 -0.849 0.473 -0.246
C 2.008 -1.642 -0.051 0.424
O 1.851 -2.723 -0.747 -0.857
C 3.466 -1.233 0.035 0.329
C 4.453 -1.985 -0.590 -0.173
C 5.779 -1.578 -0.620 -0.846
C 6.098 -0.429 0.056 -0.181
C 5.119 0.353 0.729 -0.712
C 3.823 -0.038 0.685 -0.248
H -4.634 -3.646 -0.142 0.349
H -6.267 -1.773 0.065 0.325
H -5.584 0.419 0.808 0.295
H -3.073 0.913 1.016 0.579
H -0.998 0.512 0.233 0.013
H 4.163 -2.856 -1.083 0.519
H 6.569 -2.221 -0.939 0.361
H 7.104 -0.103 0.238 0.348
H 5.379 1.303 1.141 0.383
H 3.043 0.553 1.156 0.381
Br -3.719 2.052 -2.156 -0.168
C -2.141 2.686 -1.304 0.508
C -2.300 3.367 -0.130 -0.383
C -1.181 3.740 0.565 -0.343
C 0.067 3.317 0.054 -0.306
C 0.102 2.756 -1.190 -0.347
N -1.018 2.458 -1.875 -0.573
H -3.300 3.386 0.348 0.378
H -1.243 4.166 1.532 0.395
H 0.916 3.426 0.669 0.400
H 1.045 2.393 -1.621 0.387
```

The total energy comes out at -3756.8806 Ha. As for the charge: -1. For the relative energy (zero: lowest compared OMol25 entry of this formula, charge and spin), the calculation gives 47.1 kJ/mol.



Below is a molecular structure, C19H14BrHgN2O3S4, with properties calculated with the ωB97M-V functional and the def2-TZVPD basis.

```
44
Properties=species:S:1:pos:R:3:mulliken_spin:R:1
Hg 1.533 1.971 -0.247 0.014
O 3.637 -2.410 2.504 0.002
C 2.834 -1.467 3.113 0.003
C 2.189 -1.762 4.306 -0.002
C 1.365 -0.818 4.905 0.002
C 1.209 0.423 4.314 0.000
C 1.882 0.714 3.134 0.003
C 2.685 -0.221 2.500 -0.002
C 3.395 0.107 1.171 0.001
O 3.332 1.405 0.831 -0.002
N 2.878 -0.829 0.095 0.070
N 1.916 -0.325 -0.760 0.259
C 0.991 -1.160 -1.172 -0.013
C 0.058 -0.944 -2.202 0.120
Br 0.326 0.695 -3.176 0.001
C -0.994 -1.824 -2.456 0.191
C -2.122 -1.837 -3.318 -0.007
C -3.129 -2.817 -3.077 0.117
C -4.290 -2.878 -3.813 -0.079
C -4.522 -1.982 -4.859 0.194
C -3.533 -1.044 -5.150 -0.078
C -2.364 -0.971 -4.420 0.149
H 3.584 -3.220 3.018 0.000
H 2.341 -2.737 4.765 0.000
H 0.856 -1.066 5.829 0.000
H 0.558 1.165 4.759 0.000
H 1.787 1.691 2.683 0.001
H 4.447 -0.213 1.294 0.008
H 2.599 -1.712 0.511 -0.012
H 0.953 -2.152 -0.710 0.013
H -0.977 -2.657 -1.755 0.009
H -2.977 -3.519 -2.264 0.010
H -5.039 -3.627 -3.573 -0.006
H -5.444 -2.015 -5.428 0.022
H -3.678 -0.354 -5.975 -0.007
H -1.618 -0.243 -4.693 0.019
O -2.325 6.950 2.548 0.000
C -1.706 6.072 1.980 0.000
S -0.333 6.355 0.920 0.000
C 0.000 4.675 0.481 0.002
C -0.805 3.744 1.041 -0.002
S -0.774 2.020 0.843 0.004
S -2.056 4.357 2.128 0.000
S 1.330 4.459 -0.622 -0.002
```

As for the spin multiplicity: 2. As for the expectation value of S²: 0.795. The total energy comes out at -5387.8656 Ha. As for the charge: -2. For the relative energy (zero: lowest compared OMol25 entry of this formula, charge and spin), the calculation gives 12.4 kJ/mol.



Below is a molecular structure, C19H14BrN3O4Pd, with properties calculated with the ωB97M-V functional and the def2-TZVPD basis.

```
42
Properties=species:S:1:pos:R:3:mulliken_spin:R:1
Pd -0.133 -0.566 0.065 0.875
O -1.545 1.603 -3.338 0.019
C -0.839 2.714 -3.245 0.027
C -1.082 3.793 -4.158 -0.010
C -0.420 5.004 -4.000 0.018
C 0.718 5.076 -3.132 -0.001
C 1.033 4.009 -2.276 0.013
C 0.168 2.959 -2.236 0.009
C 0.289 1.854 -1.271 0.048
O -0.558 0.872 -1.315 0.066
N 1.174 1.918 -0.304 0.098
N 1.087 0.855 0.517 0.232
C 1.763 0.896 1.663 -0.010
C 2.156 -0.162 2.438 0.094
C 3.392 -0.132 3.126 -0.104
C 3.639 -1.018 4.171 0.135
C 2.853 -2.178 4.283 -0.030
C 1.886 -2.409 3.377 0.061
C 1.509 -1.434 2.378 0.093
O 0.390 -1.633 1.702 0.288
H -1.163 1.047 -2.402 0.000
H -1.969 3.642 -4.784 0.000
H -0.770 5.882 -4.477 0.002
H 1.326 5.991 -2.983 0.000
H 1.867 4.095 -1.573 0.000
H 2.188 1.915 1.803 -0.001
H 4.028 0.737 2.916 -0.002
H 4.528 -0.932 4.743 0.010
H 3.312 -2.953 4.879 -0.001
H 1.288 -3.272 3.224 -0.001
O -3.796 -5.128 0.246 0.002
C -3.054 -3.984 0.130 0.008
C -2.407 -3.886 -1.127 0.004
C -1.627 -2.782 -1.245 -0.004
N -1.619 -1.766 -0.302 0.034
C -2.515 -1.744 0.605 0.019
Br -2.799 -0.298 1.802 0.008
C -3.205 -2.894 0.966 -0.002
H -3.996 -5.461 1.132 0.000
H -2.327 -4.703 -1.779 0.000
H -0.810 -2.659 -1.935 0.003
H -3.963 -2.868 1.714 0.000
```

As for the spin multiplicity: 3. As for the expectation value of S²: 2.068. The total energy comes out at -3899.3983 Ha. As for the charge: 0. For the relative energy (zero: lowest compared OMol25 entry of this formula, charge and spin), the calculation gives 148.7 kJ/mol.



Below is a molecular structure, C19H14Cl2N5ORuS2, with properties calculated with the ωB97M-V functional and the def2-TZVPD basis.

```
44
Properties=species:S:1:pos:R:3:mulliken_charge:R:1
Ru 0.277 -0.068 -0.146 0.274
Cl -4.065 2.443 -0.414 -0.213
C -2.469 3.099 -0.297 0.523
C -2.324 4.493 -0.229 -0.720
C -1.088 5.064 -0.120 0.594
Cl -0.937 6.788 -0.032 -0.246
C 0.072 4.252 -0.075 0.086
C 1.388 4.736 0.049 -0.564
C 2.442 3.862 0.094 -1.058
C 2.186 2.488 0.008 -0.033
N 0.968 2.001 -0.117 -0.180
C -0.099 2.854 -0.154 0.166
C -1.383 2.234 -0.265 0.249
O -1.490 0.941 -0.315 -0.738
H -3.209 5.112 -0.260 0.455
H 1.552 5.804 0.109 0.431
H 3.459 4.210 0.190 0.415
H 2.994 1.767 0.028 0.289
S -0.377 -1.939 -1.545 -0.282
C -0.665 -1.597 0.023 0.500
N 2.809 -0.559 -2.107 -0.267
C 3.188 -0.909 -0.849 0.784
C 4.532 -1.237 -0.572 -0.991
C 4.905 -1.515 0.715 -0.242
C 3.943 -1.476 1.734 -0.864
C 2.661 -1.154 1.386 -0.309
N 2.270 -0.864 0.126 0.312
H 3.440 -0.767 -2.860 0.249
H 1.823 -0.587 -2.320 0.102
H 5.246 -1.257 -1.383 0.375
H 5.935 -1.762 0.936 0.400
H 4.187 -1.696 2.762 0.426
H 1.873 -1.117 2.128 0.382
S -1.790 -1.988 1.272 -0.227
C -2.904 -3.133 0.607 0.387
N -4.050 -3.314 1.323 -0.044
C -5.013 -4.178 0.936 0.026
C -4.833 -4.881 -0.220 -0.683
C -3.647 -4.628 -0.923 0.016
N -2.709 -3.790 -0.520 -0.314
H -4.189 -2.761 2.160 0.259
H -5.883 -4.253 1.572 0.417
H -5.573 -5.582 -0.571 0.401
H -3.454 -5.136 -1.862 0.459
```

The total energy comes out at -2892.8973 Ha. As for the charge: +1.



Below is a molecular structure, C19H14Cl3NS2SiTc, with properties calculated with the ωB97M-V functional and the def2-TZVPD basis.

```
41
Properties=species:S:1:pos:R:3:mulliken_spin:R:1
Tc 0.394 -1.600 0.668 0.937
S -1.560 -0.912 1.377 0.175
C -2.358 -2.290 2.122 -0.026
C -3.597 -2.140 2.743 0.039
C -4.213 -3.237 3.313 -0.019
C -3.599 -4.489 3.268 0.031
C -2.371 -4.639 2.654 -0.004
C -1.745 -3.537 2.074 0.008
S -0.160 -3.683 1.332 -0.041
H -4.063 -1.163 2.777 0.002
H -5.172 -3.124 3.800 -0.001
H -4.084 -5.345 3.718 0.002
H -1.883 -5.605 2.620 0.001
Cl 0.501 -2.067 4.474 -0.002
Si 1.511 -1.424 2.806 -0.038
Cl 2.111 0.489 3.288 -0.002
Cl 3.271 -2.501 2.666 0.006
N 0.749 -0.139 -0.411 -0.076
C 0.946 0.873 -1.142 0.009
C 1.522 2.107 -0.542 0.001
C 1.078 2.533 0.704 -0.004
C 1.616 3.673 1.280 0.001
C 2.607 4.384 0.619 -0.001
C 3.056 3.958 -0.624 0.000
C 2.510 2.827 -1.209 -0.002
C 0.590 0.846 -2.588 -0.001
C 0.606 -0.357 -3.290 0.000
C 0.232 -0.395 -4.623 0.002
C -0.169 0.768 -5.266 -0.001
C -0.192 1.969 -4.571 0.000
C 0.191 2.011 -3.240 -0.002
H 0.313 1.965 1.217 0.007
H 1.265 4.001 2.250 0.000
H 3.031 5.270 1.072 0.000
H 3.833 4.508 -1.138 0.000
H 2.856 2.494 -2.180 0.000
H 0.924 -1.260 -2.786 -0.001
H 0.257 -1.333 -5.162 0.000
H -0.462 0.738 -6.307 0.000
H -0.510 2.876 -5.067 0.000
H 0.167 2.948 -2.699 0.000
```

As for the spin multiplicity: 2. As for the expectation value of S²: 0.769. The total energy comes out at -3334.6103 Ha. As for the charge: 0. For the relative energy (zero: lowest compared OMol25 entry of this formula, charge and spin), the calculation gives 0.0 kJ/mol.



Below is a molecular structure, C19H14Co2NO7, with properties calculated with the ωB97M-V functional and the def2-TZVPD basis.

```
43
Properties=species:S:1:pos:R:3:mulliken_charge:R:1
C 0.174 3.212 -0.825 -1.064
C 1.305 2.261 -0.787 0.819
N 1.339 0.925 -0.682 0.013
C 2.727 0.507 -0.658 -0.583
C 3.506 1.769 -0.705 -0.387
O 2.503 2.847 -0.812 -0.443
H -0.572 2.952 -0.072 0.245
H 0.554 4.222 -0.621 0.414
H -0.254 3.216 -1.830 0.177
H 2.924 -0.083 0.231 0.088
H 2.922 -0.144 -1.505 0.287
H 4.076 1.918 0.209 0.277
H 4.165 1.797 -1.570 0.295
O -1.499 -1.009 5.411 -0.410
C -1.505 -1.281 4.288 0.060
Co -1.679 -1.776 2.608 0.055
C -2.282 -3.366 2.888 0.182
O -2.662 -4.433 3.125 -0.465
C -2.907 -0.713 1.958 0.155
O -3.753 -0.084 1.476 -0.441
C -0.224 -2.167 1.383 0.140
C 0.304 -1.254 0.512 -0.100
C 0.604 -0.848 -0.788 0.136
C -0.493 -0.700 -1.794 0.425
C -0.729 -1.608 -2.838 -0.461
C -1.690 -1.287 -3.809 -0.446
C -2.312 -0.040 -3.824 -0.517
C -2.074 0.854 -2.782 -1.076
C -1.287 0.432 -1.709 0.147
Co 0.529 -0.680 2.186 0.754
C 0.734 0.109 3.714 0.052
O 0.926 0.713 4.682 -0.401
C -0.492 0.631 1.796 -0.152
O -1.099 1.591 1.518 -0.520
C 2.194 -1.115 2.452 -1.053
O 3.320 -1.321 2.651 -0.419
H 0.014 -3.252 1.367 0.313
H 1.486 -1.355 -1.203 0.594
H -0.176 -2.551 -2.877 0.388
H -1.930 -2.019 -4.574 0.370
H -2.951 0.258 -4.649 0.371
H -2.460 1.873 -2.762 0.375
H -1.275 0.996 -0.779 0.803
```

The total energy comes out at -4079.1935 Ha. As for the charge: -1. For the relative energy (zero: lowest compared OMol25 entry of this formula, charge and spin), the calculation gives 281.0 kJ/mol.



Below is a molecular structure, C19H14N7O4S2SeTi, with properties calculated with the ωB97M-V functional and the def2-TZVPD basis.

```
48
Properties=species:S:1:pos:R:3:mulliken_charge:R:1
Ti -0.616 -0.472 -0.396 -0.435
O 0.177 1.575 3.190 -0.400
C -0.282 1.092 2.090 0.364
O 0.309 0.268 1.371 -0.481
C -1.620 1.558 1.646 0.447
C -2.464 2.482 2.225 -0.669
C -3.667 2.759 1.565 -0.517
C -3.978 2.120 0.370 -0.890
C -3.062 1.205 -0.125 1.125
N -1.928 0.942 0.505 0.677
C -3.176 0.395 -1.388 -0.040
O -4.067 0.360 -2.151 -0.403
O -2.005 -0.364 -1.523 -0.695
H 1.060 1.235 3.425 0.433
H -2.199 2.976 3.151 0.607
H -4.355 3.481 1.986 0.518
H -4.896 2.321 -0.167 0.594
N -3.529 -1.732 1.318 -0.328
C -2.319 -2.283 1.589 0.388
N -1.230 -2.039 0.861 0.587
C -0.146 -2.802 1.312 -0.592
C -0.392 -3.527 2.417 -0.114
S -2.038 -3.351 2.897 -0.060
C 1.008 -2.760 0.424 -0.357
C 2.164 -3.440 0.449 -0.194
S 3.051 -3.190 -1.012 -0.074
C 1.809 -2.162 -1.600 0.342
N 0.816 -1.964 -0.724 0.532
N 1.858 -1.615 -2.821 -0.225
H -3.794 -1.723 0.341 0.254
H -4.296 -2.010 1.917 0.283
H 0.266 -4.193 2.952 0.476
H 2.530 -4.120 1.202 0.495
H 2.592 -1.898 -3.455 0.267
H 1.001 -1.323 -3.265 0.183
Se -0.175 1.645 -2.927 0.380
N 0.562 0.805 -1.460 0.229
C 1.851 1.197 -1.372 1.112
C 2.812 0.770 -0.431 -0.225
C 4.077 1.283 -0.526 -0.883
C 4.465 2.230 -1.524 -0.677
C 3.575 2.661 -2.448 -0.634
C 2.243 2.144 -2.396 0.346
N 1.310 2.478 -3.265 -0.619
H 2.561 0.056 0.340 0.432
H 4.827 0.961 0.186 0.466
H 5.483 2.594 -1.530 0.460
H 3.827 3.373 -3.223 0.514
```

The total energy comes out at -5463.2164 Ha. As for the charge: +3. For the relative energy (zero: lowest compared OMol25 entry of this formula, charge and spin), the calculation gives 0.0 kJ/mol.